Record 1
Below is C33H39BeN2PS as an isolated structure, with properties calculated with wB97M-V/def2-TZVPD.

Atoms and positions in Å:
Be -0.40418 0.74218 1.43118
C -2.24106 5.65252 -1.52502
C -3.35206 4.81951 -1.47612
C -3.20052 3.47622 -1.17803
C -1.93544 2.95365 -0.91292
C -0.82726 3.79436 -0.96268
C -0.97941 5.13940 -1.27336
P -1.65480 1.17992 -0.55345
C -2.47293 0.40845 -2.00548
C -3.00840 -0.87225 -1.86268
C -3.57750 -1.52089 -2.94728
C -3.60279 -0.90250 -4.18916
C -3.06432 0.36650 -4.34178
C -2.49843 1.02026 -3.25700
C -2.79006 0.76366 0.79408
C -4.18577 0.77031 0.75097
C -4.88234 0.50267 1.91444
C -4.18501 0.20471 3.08315
C -2.80161 0.14314 3.08887
C -2.04971 0.41950 1.94192
H -2.36188 6.70178 -1.76204
H -4.33864 5.21767 -1.67718
H -4.06377 2.82696 -1.16104
H 0.15496 3.38233 -0.76002
H -0.11102 5.78410 -1.32166
H -2.98268 -1.35182 -0.89100
H -4.01081 -2.50525 -2.82144
H -4.05082 -1.40929 -5.03442
H -3.08353 0.84707 -5.31180
H -2.08754 2.01391 -3.38308
H -4.72325 0.95484 -0.17133
H -5.96541 0.52061 1.91388
H -4.73680 0.00869 3.99515
H -2.29014 -0.11802 4.01004
C 0.99203 -5.49960 -3.06009
C 1.43259 -4.03809 -3.00844
C 0.48296 -3.19920 -2.15534
C 0.71238 -1.69438 -2.27908
N 1.91948 -1.22757 -1.61546
C 2.01389 -0.88489 -0.31882
S 0.73657 -1.11712 0.77540
N 3.20158 -0.39721 0.06450
C 3.60991 -0.17810 1.44950
C 3.92403 -1.47458 2.19860
C 4.98657 -2.33390 1.51755
C 5.30185 -3.58730 2.32960
H 1.65065 -6.08758 -3.69971
H -0.02255 -5.56466 -3.45590
H 0.99946 -5.94041 -2.06217
H 1.45244 -3.63937 -4.02791
H 2.44750 -3.97350 -2.60407
H 0.57622 -3.47990 -1.10452
H -0.54746 -3.39617 -2.46212
H -0.12780 -1.17340 -1.83874
H 0.77662 -1.40649 -3.33058
H 2.77072 -1.28388 -2.15239
H 3.95053 -0.42196 -0.61036
H 2.81033 0.35684 1.95913
H 4.48994 0.46549 1.42527
H 3.00149 -2.05013 2.29254
H 4.25602 -1.20983 3.20577
H 5.90226 -1.74884 1.38052
H 4.63372 -2.63283 0.52584
H 5.71991 -3.32205 3.30139
H 6.01808 -4.22341 1.80891
H 4.39250 -4.16644 2.49774
C 1.74772 3.14359 4.64164
C 1.15657 3.87163 3.61974
C 0.59003 3.22126 2.53047
C 0.58173 1.82761 2.39983
C 1.19388 1.13032 3.45644
C 1.77448 1.75959 4.54946
H 2.16959 3.64652 5.50326
H 1.13089 4.95399 3.67798
H 0.12258 3.83030 1.76090
H 1.19690 0.04165 3.43665
H 2.23614 1.16905 5.33335

Atoms 1-2, force components in eV/Å:
0.753 -0.012 0.633
0.029 0.026 -0.005

Calculated values
**Highest occupied orbital energy**: -7.96 eV
**Energy above the lowest of the compared OMol25 structures with the same formula, charge and spin**: 3.6 kcal/mol



Record 2
Below is C24H32BrF6N4O4PSiW as an isolated structure, with properties calculated with wB97M-V/def2-TZVPD.

Atoms and positions in Å:
W 0.13952 0.15949 0.69147
C -3.92848 1.56111 2.28969
Si -2.17475 2.04811 1.85206
C -0.62560 1.12294 4.90978
C -1.76862 3.83177 2.21283
N -1.60466 1.40406 0.29120
C -2.56535 1.04016 -0.64480
C -3.63509 1.85673 -1.02874
C -4.59547 1.38590 -1.90353
C -4.53785 0.08308 -2.38369
C -3.47635 -0.73963 -2.03096
C -2.50230 -0.24540 -1.19117
O -1.40087 -1.01703 -0.77011
C -0.47740 -1.44998 -1.81054
C -0.79769 -2.82348 -2.31826
C -0.08427 -3.38977 -3.29536
C 1.07652 -2.84138 -3.99189
C 1.52445 -1.58433 -4.11401
C 0.91550 -0.28824 -3.66758
H -4.14849 1.80977 3.33020
H -4.11651 0.49500 2.15590
H -4.65284 2.10616 1.68367
H -1.59094 0.89734 5.36450
H -0.56877 2.18454 4.66929
H 0.16447 0.84101 5.59845
H -1.88116 4.03994 3.27916
H -2.50110 4.46057 1.70170
H -0.78069 4.16178 1.90836
H -3.68412 2.87096 -0.65118
H -5.40997 2.02920 -2.20575
H -5.30976 -0.28830 -3.04193
H -3.42702 -1.75508 -2.40171
H -1.59494 -3.36384 -1.82290
H -0.34648 -4.39944 -3.58752
H 1.67112 -3.59768 -4.49173
H 2.43499 -1.45079 -4.68985
H 0.68822 0.26317 -4.58726
N 0.77080 -1.45086 -1.02863
C -0.42585 -0.41815 -2.94227
C 1.96917 0.56839 -2.93112
C 1.42367 1.87321 -2.35212
N 1.21289 1.76867 -0.87155
H 1.54507 -1.61394 -1.67197
H 0.73169 -2.27170 -0.43128
H -0.70369 0.55322 -2.52978
H -1.18119 -0.68574 -3.67858
H 2.75332 0.80115 -3.65211
H 2.44765 0.01448 -2.11996
H 0.48669 2.15988 -2.82834
H 2.13878 2.67311 -2.54845
H 0.79612 2.65354 -0.58569
H 2.15447 1.77907 -0.49091
F 1.91879 0.46948 1.22131
P 2.35078 3.07019 2.64218
F 1.96672 1.87070 3.53218
F 0.94894 2.71523 1.73239
F 1.69890 4.40531 2.99354
F 3.64329 3.32942 3.43602
F 3.11719 2.99124 1.30437
O -0.46358 0.29442 3.74285
C -0.99460 0.63232 2.60483
O -0.27664 -1.43532 1.82001
O -1.35398 -0.51139 1.86276
Br 2.17220 -6.10233 2.59479
C 2.82024 -4.44504 2.03410
C 4.19757 -4.20708 1.92131
C 4.59416 -2.96204 1.50125
C 3.61671 -2.00488 1.18316
N 2.29716 -2.23406 1.27378
C 1.90041 -3.41778 1.70273
H 4.91711 -4.97717 2.16760
H 5.64427 -2.72097 1.40840
H 3.90484 -1.01161 0.86149
H 0.83271 -3.57136 1.81393

Atoms 1-2, force components in eV/Å:
-2.243 0.855 -4.453
0.386 0.002 0.089

Calculated values
**Highest occupied orbital energy (alpha / beta)**: -15.65 / -15.59 eV
**Charge**: +3
**⟨S²⟩**: 3.78
**Energy above the lowest of the compared OMol25 structures with the same formula, charge and spin**: 67.2 kcal/mol
**Multiplicity**: 4



Record 3
Below is a 2-piece molecular cluster, C3H8N3O overall, with properties calculated with wB97M-V/def2-TZVPD.

Atoms and positions in Å:
C -0.17814 1.06952 0.41636
C 0.71091 -2.13965 1.13094
C 0.84550 -0.65435 -0.57195
N 1.93619 -0.18901 0.08538
N 0.51139 -1.93819 -0.14246
N 0.33392 2.20116 -0.04987
O 2.24025 0.96509 -0.21272
H -1.16596 0.76998 -0.04961
H -0.02308 0.66746 1.36495
H 0.75750 -3.22636 1.44272
H 0.90494 -1.36808 1.91098
H 0.67754 -0.38448 -1.69110
H 0.19218 -2.62971 -0.69884
H 0.14829 2.32637 -1.13606
H 1.19907 2.64811 0.18666

Atoms 1-2, force components in eV/Å:
-2.642 0.712 -2.543
0.087 -2.504 0.661

Calculated values
**Highest occupied orbital energy (alpha / beta)**: -12.86 / -12.86 eV
**Charge**: +1
**Energy above the lowest of the compared OMol25 structures with the same formula, charge and spin**: 142.7 kcal/mol



Record 4
Below is one molecule with the formula C5H8N2O4S, with properties calculated with wB97M-V/def2-TZVPD.

Atoms and positions in Å:
C -0.68996 -2.15134 -0.39576
C -0.41782 -1.10958 0.63669
O 0.93660 -1.04306 1.12781
S 1.84657 -0.26210 0.07026
O 2.94330 -1.11305 -0.33347
O 2.14426 1.00762 0.53724
O 0.91410 -0.13089 -1.25382
C -0.21078 0.67245 -1.01675
N -0.00006 2.13096 -0.82604
C -0.48184 2.32120 0.48007
C -0.94790 1.24286 1.11194
N -0.84987 0.17463 0.14079
H -0.08104 -2.38997 -1.20573
H -0.75222 -3.11999 0.14777
H -1.64381 -1.85330 -0.88848
H -1.05243 -1.37490 1.62672
H -0.77903 0.28813 -1.93389
H 0.93434 2.42295 -0.97003
H -0.60120 3.25328 0.82004
H -1.21121 1.03411 2.12461

Atoms 1-2, force components in eV/Å:
-2.093 -1.779 1.040
-2.327 0.323 1.606

Calculated values
**SMILES string**: C[C@H]1OS(=O)(=O)O[C@@H]2NC=CN12
**Highest occupied orbital energy**: -8.34 eV
**Energy above the lowest of the compared OMol25 structures with the same formula, charge and spin**: 20.1 kcal/mol



Record 5
Below is a 15-piece molecular cluster, CH29O17 overall, with properties calculated with wB97M-V/def2-TZVPD.

Atoms and positions in Å:
C 8.81969 9.83645 8.87736
O 9.94418 9.34634 8.60227
O 7.71180 9.18400 8.46482
O 8.64682 10.87022 9.53311
H 7.99521 8.35369 8.11901
O 7.75859 6.36298 10.83264
H 7.49611 5.50691 11.17882
H 7.02442 6.91054 10.52610
O 4.68307 9.37012 7.83774
H 5.24585 10.01468 8.27611
H 3.79749 9.73100 7.95872
O 10.18916 7.79630 5.83999
H 10.61634 7.00758 6.18444
H 9.26210 7.69150 6.10208
O 7.91611 9.48987 12.02231
H 8.24373 9.77164 11.17072
H 8.51382 8.79310 12.24943
O 11.25585 10.05614 10.93411
H 10.59755 9.85132 10.23439
H 12.06226 9.83453 10.52939
O 10.71626 12.66336 11.36059
H 10.90884 11.74185 11.10574
H 9.79102 12.78231 11.17086
O 5.83709 10.80782 9.82726
H 5.76910 9.89597 10.16059
H 6.77480 11.01866 9.81555
O 9.16799 13.24603 8.16827
H 9.10040 13.96909 8.80784
H 8.95220 12.39011 8.56505
O 11.50165 7.50525 9.13573
H 10.79458 8.15143 8.98851
H 11.32830 7.00491 9.93550
O 7.17425 11.57211 6.63359
H 7.49940 10.77181 6.94872
H 7.64023 11.52638 5.79552
O 5.89065 6.67345 8.00860
H 5.62321 7.57784 8.24900
H 6.54516 6.79861 7.30266
O 7.38179 7.57858 5.79919
H 6.88483 7.01342 5.19496
H 7.48343 8.33451 5.25293
O 9.01798 6.43268 8.42925
H 8.54688 6.23951 9.19567
H 9.96373 6.70228 8.65818
O 11.71171 10.51654 6.74103
H 11.07626 9.92632 7.06818
H 11.95131 11.13293 7.44220

Atoms 1-2, force components in eV/Å:
0.879 -0.127 0.032
-0.786 0.297 -0.148

Calculated values
**Highest occupied orbital energy**: -7.38 eV
**Charge**: -1
**Energy above the lowest of the compared OMol25 structures with the same formula, charge and spin**: 0.0 kcal/mol



Record 6
Below is C4H12O2 as an isolated structure, with properties calculated with wB97M-V/def2-TZVPD.

Atoms and positions in Å:
C 0.14422 -2.01657 1.06721
C -0.53602 -0.68866 0.96254
C 0.16479 0.60815 1.15325
C -0.60500 1.85268 0.91389
H 1.09825 -1.95095 0.52757
H 0.24727 -2.42795 2.08049
H -0.50266 -2.80506 0.62245
H -1.59399 -0.52626 1.02913
H 1.05229 0.47497 1.78825
H -0.15717 2.76790 1.32573
H -0.78764 1.90106 -0.15890
H -1.64051 1.75347 1.32983
H 0.14430 1.47802 -2.49751
H 0.56234 -0.04712 -1.63024
O -0.07674 1.33925 -1.57212
H 0.16965 -0.09655 0.15723
H 0.60084 -1.32761 -2.55632
O 0.77436 -1.06162 -1.64980

Atoms 1-2, force components in eV/Å:
-0.664 -0.935 -0.224
1.691 2.391 3.003

Calculated values
**Highest occupied orbital energy**: -8.17 eV
**Energy above the lowest of the compared OMol25 structures with the same formula, charge and spin**: 113.8 kcal/mol



Record 7
Below is a 8-piece molecular cluster, C6H31N2O7 overall, with properties calculated with wB97M-V/def2-TZVPD.

Atoms and positions in Å:
C 2.27572 0.07734 0.91236
C 0.89976 -0.35862 0.43635
C 0.41650 -1.63841 1.05835
C -0.34480 -1.42025 2.37183
C -1.65381 -0.62114 2.27666
C -2.46827 -0.71771 0.95974
N -2.69909 -2.10704 0.48410
N 0.96015 -0.57126 -1.09159
H 2.27368 0.24664 2.01460
H 3.02676 -0.71718 0.72694
H 2.59935 0.97786 0.45770
H 0.15231 0.46251 0.61768
H -0.19801 -2.23801 0.35242
H 1.28161 -2.32060 1.27872
H 0.30138 -0.93898 3.08645
H -0.56439 -2.39720 2.80832
H -1.50041 0.50803 2.45676
H -2.36678 -0.87661 3.15511
H -3.42110 -0.15848 1.01786
H -1.83833 -0.18182 0.11517
H -2.19401 -2.76616 1.04504
H -3.63865 -2.37737 0.57211
H 1.66799 -1.26327 -1.38757
H 1.14180 0.23923 -1.55173
H 0.02858 -0.89697 -1.41025
H -2.17346 1.79861 -2.00960
H -3.52642 1.15277 -2.26741
O -2.72491 1.02746 -1.79764
H 2.19015 2.02943 -3.16929
H 1.57408 2.57143 -1.85094
O 1.52908 1.88053 -2.52916
H -1.94711 -0.40728 -2.08267
H -1.92679 -1.87441 -1.36037
O -1.43513 -1.30501 -2.01391
H -1.17386 3.46096 -3.21758
H -0.22848 2.42753 -2.65528
O -0.95337 2.94583 -2.44548
H 2.14082 0.33666 4.90141
H 1.16147 1.51589 4.41284
O 1.60373 0.67747 4.13502
H 2.84486 -3.04995 -2.83405
H 3.87102 -2.55562 -1.84457
O 2.92545 -2.49849 -2.02243
H 0.02992 3.69171 -0.96891
H 1.16472 4.55772 -0.51796
O 0.91625 3.67220 -0.62516

Atoms 1-2, force components in eV/Å:
0.041 -1.155 1.350
0.168 0.707 -0.933

Calculated values
**Highest occupied orbital energy**: -12.08 eV
**Charge**: +1
**Energy above the lowest of the compared OMol25 structures with the same formula, charge and spin**: 0.0 kcal/mol



Record 8
Below is C21H35BBrIN3OS as an isolated structure, with properties calculated with wB97M-V/def2-TZVPD.

Atoms and positions in Å:
C 2.54862 -3.88100 1.84355
C 1.61481 -3.22961 0.69833
C 1.05130 -1.78311 1.10802
I -0.90352 -1.95315 2.15426
B 1.06415 -0.66095 -0.10500
Br -0.18634 0.85278 0.50472
C 2.55906 0.07360 -0.22183
C 3.75071 -0.93876 -0.57068
C 5.15953 -0.11447 -0.61577
N 6.19338 -1.07050 -1.15972
C 0.68023 -1.23603 -1.59101
C -0.62362 -2.16966 -1.65816
C -2.01848 -1.39539 -1.51978
C -3.18851 -2.51367 -1.76262
C -4.14280 -2.70544 -0.47575
C -5.69992 -2.61304 -0.91256
C -6.20571 -1.13912 -0.42470
S -5.48504 0.06348 -1.65946
C -4.65995 1.45295 -0.78889
N -3.63006 2.26766 -1.39436
N -3.33316 3.18897 -0.43767
C -4.12225 2.97173 0.73211
O -4.98742 1.84465 0.52278
H 3.15672 -3.07150 2.37784
H 1.84732 -4.37341 2.61247
H 3.19417 -4.69588 1.36192
H 0.70894 -3.94066 0.59384
H 2.15749 -3.20810 -0.30650
H 1.76497 -1.37966 1.92678
H 2.74889 0.51004 0.83566
H 2.50487 0.96897 -0.93532
H 3.92195 -1.75445 0.22545
H 3.64954 -1.47665 -1.57231
H 5.41927 0.08518 0.48102
H 5.02634 0.82695 -1.24530
H 6.66577 -0.63692 -1.96840
H 6.92910 -1.16097 -0.43689
H 1.53738 -1.83730 -2.08483
H 0.50307 -0.33844 -2.29022
H -0.62789 -2.65052 -2.71374
H -0.63994 -3.03699 -0.91916
H -2.21940 -0.96447 -0.48292
H -2.17234 -0.55761 -2.28764
H -3.78036 -2.25442 -2.70671
H -2.68581 -3.53981 -1.93987
H -3.88746 -1.98694 0.38522
H -3.98066 -3.76514 -0.06559
H -6.34764 -3.45441 -0.49844
H -5.81090 -2.59772 -2.06194
H -5.81635 -0.93899 0.63181
H -7.35562 -1.14276 -0.41520
H -4.13358 3.54817 1.70698
C 2.74418 6.21744 2.17184
C 1.54416 6.64867 1.61511
C 0.65924 5.72486 1.06633
C 0.97041 4.36805 1.08318
C 2.16838 3.93675 1.64304
C 3.05762 4.86103 2.18363
H 3.43572 6.93803 2.59671
H 1.29843 7.70602 1.60806
H -0.27349 6.06166 0.62620
H 0.27889 3.64689 0.65984
H 2.40919 2.87857 1.65699
H 3.99440 4.52449 2.61528

Atoms 1-2, force components in eV/Å:
-0.917 -0.007 -0.395
-0.709 -0.627 0.755

Calculated values
**Highest occupied orbital energy**: -4.93 eV
**Charge**: -1